# 1
This record from OMol25 describes 6 unconnected molecules or ions with the total composition C19H25BrF5N2O15. The level of theory is wB97M-V/def2-TZVPD.

Its charge is +1. Its energy is -5050.26715 a.u. The energy above the lowest of the compared OMol25 structures with the same formula, charge and spin is 9.45 kcal per mole. As for the orbital gap: 8.2 eV.

The geometry in XYZ format:
```
67
Properties=species:S:1:pos:R:3:forces:R:3
Br -7.4694 -2.6121 -1.4217 -0.008 0.024 -0.025
N -5.6015 -2.7665 -1.7585 -0.159 0.204 -0.012
C -4.8041 -1.7185 -1.0149 0.042 -0.165 0.151
C -4.7458 -0.3664 -1.7201 -0.105 -0.016 -0.053
N -4.6181 -0.4155 -3.1632 0.233 0.028 -0.023
C -5.4515 -1.3925 -3.8208 -0.153 -0.115 0.039
C -5.3137 -2.7875 -3.2417 0.195 -0.197 0.250
H -5.3491 -3.6722 -1.3603 -0.038 -0.002 0.011
H -5.2749 -1.6274 -0.0379 0.104 -0.010 0.055
H -3.8316 -2.1895 -0.8779 0.122 0.097 -0.163
H -3.8669 0.1393 -1.3217 -0.085 0.089 0.077
H -5.6133 0.2365 -1.4383 -0.071 -0.067 -0.105
H -3.6524 -0.4770 -3.4557 -0.018 -0.039 -0.004
H -6.5006 -1.0866 -3.7661 0.018 0.028 -0.009
H -5.2027 -1.4524 -4.8786 -0.011 0.027 -0.004
H -4.2846 -3.1513 -3.3001 -0.009 0.031 -0.110
H -5.9894 -3.5166 -3.6831 0.017 0.023 -0.079
C -0.8148 -2.4201 2.7506 0.053 0.062 -0.130
C -1.0263 -1.2103 1.8505 -0.095 -0.159 0.168
O -1.5608 -1.7992 0.6675 -0.167 0.078 0.024
C -2.0536 -3.0266 0.9693 0.159 -0.063 -0.056
O -2.6724 -3.6955 0.1967 -0.147 0.093 0.017
O -1.7694 -3.3585 2.2280 0.047 -0.137 -0.024
F 0.1322 -0.5956 1.5541 0.029 0.050 -0.153
H 0.1933 -2.8065 2.5969 0.017 0.022 0.103
H -1.0164 -2.2525 3.8022 -0.033 0.028 -0.001
H -1.7382 -0.4713 2.2206 0.089 0.075 0.011
C 3.4588 1.5192 0.4860 -0.069 0.149 0.103
C 3.6360 2.3758 1.7318 0.167 -0.068 -0.085
O 2.9995 1.5913 2.7304 0.024 -0.017 0.169
C 2.9811 0.3003 2.3256 0.158 0.036 0.101
O 2.7439 -0.6119 3.0550 -0.201 -0.112 -0.131
O 3.3104 0.1999 1.0306 -0.074 -0.062 0.042
F 2.9974 3.5624 1.6240 -0.131 -0.048 0.012
H 2.5283 1.8066 -0.0062 0.069 0.007 -0.109
H 4.3030 1.5442 -0.1936 0.043 -0.012 0.043
H 4.6659 2.5523 2.0327 -0.013 0.138 -0.104
C 9.0535 2.7329 2.9631 0.033 -0.265 -0.017
C 9.5265 1.7750 1.8772 -0.047 0.272 -0.016
O 8.3587 1.6052 1.0894 0.030 0.035 -0.201
C 7.5211 2.6441 1.3076 0.044 -0.007 0.311
O 6.5198 2.8457 0.6944 -0.037 -0.089 -0.084
O 7.9653 3.4067 2.3192 -0.137 -0.002 -0.062
F 9.8992 0.5756 2.3741 -0.052 -0.045 0.059
H 8.6711 2.1604 3.8104 0.058 0.124 0.026
H 9.7878 3.4637 3.2825 0.027 0.013 -0.045
H 10.3242 2.1513 1.2355 0.072 -0.086 0.042
C 4.7967 -0.1211 5.5242 -0.012 0.035 0.109
C 4.0677 0.9944 6.2534 -0.073 -0.010 -0.185
O 5.1047 1.9114 6.5359 0.142 0.188 -0.092
C 6.1265 1.7093 5.6596 -0.316 -0.177 0.133
O 7.0517 2.4353 5.5136 0.071 0.028 0.007
O 5.9152 0.5723 4.9622 0.202 0.043 -0.062
F 3.5062 0.5729 7.4130 0.133 -0.013 0.019
H 5.1490 -0.8597 6.2466 -0.028 -0.023 -0.032
H 4.2275 -0.5791 4.7252 -0.059 -0.025 0.029
H 3.3014 1.5017 5.6642 -0.054 -0.062 0.052
C -6.8124 0.6203 -6.3009 0.063 0.007 -0.179
C -7.1569 1.2335 -7.6540 -0.073 -0.055 0.156
O -7.1414 0.1109 -8.5080 -0.135 -0.029 -0.157
C -7.3137 -1.0225 -7.7857 0.051 0.065 0.118
O -7.4969 -2.1034 -8.2227 0.033 0.005 -0.011
O -7.2506 -0.7278 -6.4548 0.040 -0.148 0.082
F -6.2166 2.1160 -8.0587 0.061 -0.051 0.013
H -5.7270 0.6361 -6.1731 -0.026 0.128 0.062
H -7.3100 1.0671 -5.4460 -0.051 0.067 -0.057
H -8.1349 1.7129 -7.7129 0.047 0.080 -0.008
```
Forces are in eV/Å.

***

# 2
This record from OMol25 describes C19H25BrO3 in the gas phase. The level of theory is wB97M-V/def2-TZVPD.

Its energy is -3538.68174 a.u. The energy above the lowest of the compared OMol25 structures with the same formula, charge and spin is 29.01 kcal per mole. As for the SMILES: COC(=O)/C=C\CC[C@H]1CCCC[C@@H]1OCc1ccc(Br)cc1. As for the orbital gap: 9.7 eV.

The geometry in XYZ format:
```
48
Properties=species:S:1:pos:R:3:forces:R:3
C -5.8236 -1.6331 1.0883 -0.349 -1.161 0.759
O -4.4089 -1.5335 1.1150 1.562 -0.226 1.469
C -3.7650 -1.9883 2.2807 -1.327 -1.451 0.762
O -4.3182 -2.4624 3.2726 -0.398 1.260 -1.873
C -2.3070 -2.1194 2.2567 2.270 2.083 -3.252
C -1.4753 -1.4940 1.3247 -1.619 -0.157 1.683
C -1.9096 -0.3573 0.3543 1.162 -0.482 0.723
C -0.6957 0.3878 -0.2271 0.125 -0.673 -0.687
C -0.0004 -0.4488 -1.3483 -0.376 1.267 -0.074
C -0.7547 -0.2622 -2.7137 0.713 -0.887 0.225
C -0.0937 0.7670 -3.6148 -0.116 -0.271 -0.145
C 1.3518 0.3776 -3.9599 -0.295 0.120 -1.021
C 2.0543 -0.3917 -2.8689 -0.425 0.446 0.804
C 1.4569 0.0255 -1.4920 1.009 -1.592 -0.889
O 2.2498 -0.6852 -0.5228 0.171 0.550 0.677
C 3.3625 0.0522 -0.0068 -0.037 0.251 -0.342
C 2.9916 0.8306 1.2165 -0.424 -0.021 1.293
C 2.6208 2.1735 1.0868 0.462 -0.492 0.559
C 2.2371 2.9357 2.1959 0.036 -0.349 -0.349
C 2.1863 2.3647 3.4433 0.150 -0.956 0.090
Br 1.4542 3.3194 4.9320 0.361 -0.182 -0.376
C 2.5843 1.0222 3.6064 -0.458 0.399 0.136
C 2.9481 0.2345 2.5216 -0.317 2.014 -0.849
H -6.2167 -1.2099 0.1677 0.390 0.117 -0.051
H -6.2336 -1.1093 1.9515 -0.207 -0.120 -0.049
H -6.0933 -2.7162 1.1323 -0.045 0.841 0.072
H -1.9001 -2.7568 3.0296 -0.100 -0.040 -0.134
H -0.3934 -1.6963 1.3780 -0.503 0.049 -0.008
H -2.4746 0.3782 0.9104 -0.523 -0.101 0.190
H -2.5282 -0.7766 -0.4239 -0.314 0.008 -0.288
H 0.0239 0.5685 0.5740 0.021 0.104 0.078
H -0.9886 1.3846 -0.6447 0.139 -0.749 0.288
H 0.0179 -1.5212 -1.0886 0.027 0.403 0.039
H -0.6571 -1.2353 -3.2347 -0.473 0.384 0.070
H -1.8144 -0.0123 -2.5881 0.156 -0.277 0.189
H -0.0927 1.7593 -3.1462 -0.164 -0.105 -0.076
H -0.6768 0.8155 -4.5436 0.109 0.308 0.196
H 1.8227 1.3353 -4.2163 0.453 -0.432 -0.040
H 1.3862 -0.2939 -4.8334 -0.208 0.604 -0.106
H 1.9014 -1.4701 -3.0019 -0.132 0.150 0.193
H 3.1396 -0.2546 -2.9353 -0.145 0.166 0.318
H 1.5120 1.1172 -1.3848 0.090 -0.122 0.262
H 3.7496 0.7638 -0.7492 -0.186 -0.108 -0.137
H 4.2070 -0.6055 0.2014 -0.309 -0.428 0.022
H 2.6804 2.6472 0.1124 -0.043 -0.014 0.067
H 1.9795 3.9584 2.0624 -0.259 0.660 -0.073
H 2.5482 0.6038 4.6052 0.004 -0.096 -0.082
H 3.1557 -0.7885 2.7250 0.344 -0.693 -0.265
```
Forces are in eV/Å.

***

# 3
This record from OMol25 describes C19H25ClN2O2 in the gas phase. The level of theory is wB97M-V/def2-TZVPD.

Its energy is -1459.26241 a.u. The energy above the lowest of the compared OMol25 structures with the same formula, charge and spin is 0.00 kcal per mole. As for the SMILES: O=C(NCCc1ccc(Cl)cc1)[C@H]1CC(=O)N(C2CCCCC2)C1. As for the orbital gap: 9.6 eV.

The geometry in XYZ format:
```
49
Properties=species:S:1:pos:R:3:forces:R:3
O -1.6827 -2.7420 0.8196 -0.138 -0.316 -0.255
C -1.4014 -1.7557 1.4667 -0.336 0.273 0.468
N -0.2201 -1.1115 1.3565 0.395 0.206 0.050
C 0.7816 -1.5089 0.3967 -0.026 0.028 -0.258
C 0.7423 -0.6336 -0.8672 0.083 -0.273 0.173
C 1.7343 -1.1352 -1.8752 -0.040 0.127 -0.017
C 2.9913 -0.5571 -1.9918 -0.075 -0.077 -0.036
C 3.9168 -1.0431 -2.8981 0.064 -0.087 -0.088
C 3.5811 -2.1249 -3.6947 -0.135 0.094 0.158
Cl 4.7309 -2.7385 -4.8320 0.138 -0.075 -0.141
C 2.3341 -2.7205 -3.5916 0.093 -0.021 -0.050
C 1.4201 -2.2226 -2.6821 0.086 0.080 0.026
C -2.3846 -1.1317 2.4581 -0.044 -0.190 -0.075
C -1.7326 -0.6828 3.7662 0.001 -0.019 0.047
C -1.3892 0.7821 3.5309 0.006 -0.253 0.178
O -0.6197 1.4608 4.1750 0.280 0.161 0.274
N -2.0862 1.2000 2.4504 -0.073 0.016 -0.174
C -2.0236 2.5609 1.9602 -0.009 0.108 -0.126
C -3.4105 3.1959 1.8569 0.228 0.143 0.232
C -3.2819 4.6529 1.4217 -0.181 -0.144 -0.250
C -2.5589 4.7476 0.0815 0.174 0.178 0.208
C -1.1816 4.0977 0.1717 -0.170 -0.133 -0.245
C -1.3028 2.6414 0.6110 0.126 0.192 0.284
C -2.9385 0.1830 1.8783 -0.331 -0.043 -0.084
H -0.0631 -0.2582 1.8688 -0.052 -0.074 -0.002
H 1.7700 -1.4518 0.8602 -0.041 -0.066 -0.048
H 0.5704 -2.5463 0.1274 0.126 0.103 0.058
H 0.9655 0.4014 -0.6001 -0.062 0.031 -0.021
H -0.2664 -0.6777 -1.2824 -0.036 0.067 0.033
H 3.2529 0.2881 -1.3719 0.016 0.104 0.072
H 4.8904 -0.5875 -2.9873 0.095 0.020 -0.033
H 2.0842 -3.5627 -4.2174 0.003 -0.073 -0.071
H 0.4472 -2.6837 -2.5985 -0.136 -0.062 0.006
H -3.1801 -1.8624 2.6112 0.130 0.070 -0.093
H -0.8500 -1.2595 4.0384 -0.007 0.083 0.035
H -2.4376 -0.7358 4.5983 0.011 0.021 0.012
H -1.4325 3.1043 2.7077 -0.081 -0.054 -0.106
H -3.9147 3.1347 2.8235 -0.047 -0.078 0.004
H -4.0090 2.6516 1.1228 -0.087 -0.064 -0.025
H -4.2738 5.1017 1.3429 0.014 0.057 0.072
H -2.7216 5.2078 2.1770 -0.008 0.068 0.061
H -2.4558 5.7939 -0.2113 -0.048 0.003 -0.080
H -3.1496 4.2423 -0.6863 -0.046 0.007 -0.077
H -0.5709 4.6416 0.8954 0.081 0.048 0.007
H -0.6804 4.1493 -0.7969 0.077 0.043 0.038
H -0.3099 2.1957 0.7023 -0.006 -0.088 -0.007
H -1.8611 2.0802 -0.1419 -0.012 -0.091 -0.058
H -2.8927 0.2009 0.7865 -0.050 -0.011 0.028
H -3.9813 0.3340 2.1841 0.052 -0.040 -0.105
```
Forces are in eV/Å.

***

# 4
This record from OMol25 describes C19H25ClN4O2S in the gas phase. The level of theory is wB97M-V/def2-TZVPD.

Its energy is -1966.92760 a.u. The energy above the lowest of the compared OMol25 structures with the same formula, charge and spin is 5.13 kcal per mole. As for the SMILES: CCn1c(CNc2ccccc2Cl)nnc1SCC(=O)OC1CCCCC1. As for the orbital gap: 8.6 eV.

The geometry in XYZ format:
```
52
Properties=species:S:1:pos:R:3:forces:R:3
C -0.3947 -4.9815 -0.0698 0.076 0.098 0.210
C 0.1476 -4.0532 1.0127 -0.105 -0.511 -0.050
N 0.1195 -2.6804 0.5850 0.155 0.811 -0.239
C -0.8257 -1.7118 0.7976 0.117 -0.066 -0.064
C -2.0767 -1.8745 1.5993 -0.121 -0.052 -0.025
N -2.9044 -0.6960 1.5305 0.152 0.153 0.472
C -3.4333 -0.2784 0.3232 -0.307 0.166 -0.227
C -3.8118 -1.1602 -0.6898 0.092 -0.010 0.112
C -4.4139 -0.7069 -1.8477 0.012 0.019 -0.034
C -4.6582 0.6415 -2.0345 -0.040 0.058 -0.062
C -4.2931 1.5402 -1.0462 0.005 -0.104 -0.054
C -3.6923 1.0812 0.1076 0.008 -0.097 -0.062
Cl -3.2351 2.2332 1.3235 0.029 0.128 0.139
N -0.4711 -0.6037 0.2154 -1.005 0.260 0.564
N 0.7031 -0.8042 -0.4032 0.754 -0.352 -0.475
C 1.0519 -2.0409 -0.1797 -0.075 -0.055 -0.077
S 2.5337 -2.7659 -0.7130 0.336 -0.238 -0.182
C 3.3916 -1.2151 -1.0877 -0.398 -0.128 0.160
C 3.2879 -0.2770 0.1089 0.240 -0.397 0.061
O 3.3156 -0.6458 1.2537 0.074 0.138 0.049
O 3.2145 0.9720 -0.3020 0.063 0.411 -0.381
C 3.0948 1.9983 0.7020 0.174 0.407 0.846
C 3.5208 3.3127 0.0548 -0.067 -0.414 -0.272
C 2.5355 3.7244 -1.0360 0.006 0.248 0.191
C 1.1251 3.8408 -0.4676 -0.009 -0.211 -0.221
C 0.6917 2.5097 0.1355 -0.006 0.231 0.194
C 1.6618 2.0767 1.2290 0.056 -0.345 -0.355
H -1.4234 -4.7270 -0.3160 -0.078 0.007 -0.042
H 0.2109 -4.8973 -0.9690 0.012 -0.023 -0.107
H -0.3623 -6.0098 0.2780 -0.014 -0.144 -0.011
H -0.4443 -4.1385 1.9274 0.157 0.005 -0.033
H 1.1879 -4.3103 1.2345 -0.140 0.052 0.145
H -2.6407 -2.7449 1.2483 0.059 0.005 0.139
H -1.8211 -2.0469 2.6512 -0.110 -0.059 -0.128
H -2.5083 0.0841 2.0431 -0.037 -0.181 -0.054
H -3.6354 -2.2177 -0.5718 0.036 -0.127 0.037
H -4.6924 -1.4172 -2.6120 -0.018 -0.063 -0.053
H -5.1248 0.9960 -2.9399 -0.044 0.036 -0.081
H -4.4673 2.5976 -1.1721 0.006 0.087 0.037
H 2.9491 -0.7552 -1.9691 0.115 0.019 0.065
H 4.4336 -1.4773 -1.2719 -0.026 0.019 -0.001
H 3.7729 1.7336 1.5254 -0.124 0.050 -0.207
H 3.5588 4.0780 0.8321 0.032 0.009 0.061
H 4.5221 3.2005 -0.3654 0.065 0.031 0.086
H 2.5445 2.9691 -1.8230 0.011 0.019 -0.117
H 2.8503 4.6756 -1.4704 0.023 -0.038 -0.088
H 0.4305 4.1336 -1.2569 -0.039 0.090 0.020
H 1.1054 4.6168 0.3024 -0.034 0.103 0.024
H 0.6629 1.7393 -0.6347 -0.071 -0.019 -0.040
H -0.3106 2.5918 0.5567 -0.057 -0.076 -0.050
H 1.3697 1.1002 1.6161 0.027 0.020 0.112
H 1.6471 2.7905 2.0555 0.035 0.029 0.067
```
Forces are in eV/Å.